C17H17N3O2S as an isolated structure. Source: the OMol25 dataset; level of theory: ωB97M-V/def2-TZVPD.

## Properties
Energy above the lowest of the compared OMol25 structures with the same formula, charge and spin in eV: 14.503
HOMO-LUMO gap in eV: 7.28
E_HOMO in eV: -7.18

```
! RIJCOSX wB97M-V def2-TZVPD def2/J DEFGRID3
* xyz 0 1
N 3.32 2.70 0.76
C 2.56 1.65 0.61
O 1.39 1.89 0.86
C 3.07 0.32 0.20
C 4.31 -0.16 0.51
C 4.79 -1.30 0.41
C 4.03 -2.25 -0.23
C 2.83 -1.79 -0.96
C 2.22 -0.56 -0.62
N 1.05 -0.27 -0.98
C -0.11 -0.78 -1.24
S -0.29 -2.52 -1.28
N -1.18 -0.47 -1.73
C -1.37 1.16 -1.69
O -0.48 1.84 -1.90
C -2.91 1.44 -1.60
H -2.91 2.25 -2.22
H -3.50 0.66 -2.11
C -3.15 1.79 -0.32
C -3.05 0.48 0.67
C -3.97 -0.62 0.42
C -3.79 -1.71 1.33
C -2.50 -1.84 1.95
C -1.64 -0.86 2.12
C -1.84 0.45 1.04
H -1.03 1.10 1.30
H -0.65 -1.21 2.49
H -2.25 -2.72 2.37
H -4.46 -2.65 1.25
H -4.81 -0.55 0.02
H -2.66 2.61 0.11
H -4.35 1.93 -0.35
H -1.99 -0.85 -1.64
H 0.78 0.65 -0.94
H 2.27 -2.59 -1.43
H 4.59 -2.88 -0.61
H 5.86 -1.46 0.55
H 4.84 0.73 1.55
H 4.20 2.67 0.36
H 2.79 3.73 1.00
*
```


A 6-piece molecular cluster, C16H23Cl2F3O15 overall. Source: the OMol25 dataset; level of theory: ωB97M-V/def2-TZVPD.

## Properties
Energy above the lowest of the compared OMol25 structures with the same formula, charge and spin in eV: 0.000
HOMO-LUMO gap in eV: 11.39
E_HOMO in eV: -10.99
SMILES string: O=C1OC[C@@H](F)O1.O=C1OC[C@@H](F)O1.O=C1OC[C@@H](F)O1.COC(=O)OC.COC(=O)OC.ClCCl

```
! RIJCOSX wB97M-V def2-TZVPD def2/J DEFGRID3
* xyz 0 1
O 0.52 -4.85 -2.70
C 0.67 -3.90 -3.39
O 1.62 -2.94 -3.22
C 1.55 -2.06 -4.31
C 0.08 -2.18 -4.75
F 0.00 -1.99 -6.08
O -0.13 -3.56 -4.41
H 1.92 -1.06 -4.10
H 2.10 -2.41 -5.19
H -0.68 -1.58 -4.25
O -1.83 -0.31 -0.52
C -2.09 -0.66 0.58
O -3.33 -0.68 1.09
C -3.25 -1.12 2.45
C -1.77 -0.97 2.78
F -1.33 -2.13 3.39
O -1.15 -0.90 1.51
H -3.82 -0.56 3.19
H -3.59 -2.16 2.49
H -1.49 -0.15 3.45
O -0.71 3.72 3.43
C 0.04 2.91 3.00
O 0.65 2.97 1.80
C 1.24 1.70 1.57
C 1.32 1.02 2.92
F 2.55 1.19 3.50
O 0.35 1.75 3.66
H 0.74 1.13 0.79
H 2.24 1.78 1.14
H 1.08 -0.04 2.95
C 2.74 -3.29 4.70
O 2.59 -3.83 3.39
C 2.30 -3.01 2.40
O 2.35 -1.80 2.44
O 1.96 -3.72 1.34
C 1.86 -3.03 0.09
H 3.64 -2.67 4.73
H 2.94 -4.15 5.33
H 1.90 -2.67 5.01
H 2.65 -2.31 -0.08
H 0.83 -2.67 0.04
H 2.01 -3.77 -0.70
C -2.47 3.38 0.50
O -2.18 4.45 -0.42
C -2.08 4.06 -1.67
O -2.30 2.95 -2.10
O -1.76 5.09 -2.43
C -1.47 4.90 -3.79
H -2.65 3.77 1.50
H -1.58 2.76 0.53
H -3.34 2.83 0.15
H -2.31 5.27 -4.40
H -1.33 3.85 -4.04
H -0.64 5.52 -4.12
Cl 1.34 -0.08 -1.48
C 0.54 1.36 -2.14
Cl 0.59 1.42 -3.92
H -0.51 1.16 -1.93
H 0.92 2.28 -1.71
*
```


One molecule with the formula C5H8O2. Source: the OMol25 dataset; level of theory: ωB97M-V/def2-TZVPD.

## Properties
Energy above the lowest of the compared OMol25 structures with the same formula, charge and spin in eV: 4.441
HOMO-LUMO gap in eV: 8.51
E_HOMO in eV: -8.70

```
! RIJCOSX wB97M-V def2-TZVPD def2/J DEFGRID3
* xyz 0 1
O -0.26 0.40 -1.73
C -0.21 0.27 0.96
C 0.95 -0.65 0.85
C 2.25 0.06 0.51
O 2.30 0.93 -0.33
C -1.43 -0.26 0.34
C -1.43 0.59 -0.98
H 0.46 0.95 -1.36
H 1.01 -1.04 1.89
H 0.86 -1.53 0.19
H 3.16 -0.27 1.04
H -2.33 0.02 0.90
H -1.47 -1.33 0.07
H -2.26 0.24 -1.61
H -1.61 1.64 -0.73
*
```


A 2-piece molecular cluster, CH5N2S overall. Source: the OMol25 dataset; level of theory: ωB97M-V/def2-TZVPD.

## Properties
Energy above the lowest of the compared OMol25 structures with the same formula, charge and spin in eV: 1.705
HOMO-LUMO gap in eV: 7.96
E_HOMO in eV: -12.82

```
! RIJCOSX wB97M-V def2-TZVPD def2/J DEFGRID3
* xyz 1 1
C 1.40 0.85 0.26
N 0.34 0.80 -0.22
N 2.63 1.02 0.32
S -3.35 -1.11 -0.07
H -2.39 -2.02 -0.49
H -0.53 0.32 -0.34
H 3.05 1.72 0.98
H 3.25 0.17 0.15
H -4.40 -1.76 -0.60
*
```


C14H21OPt as an isolated structure. Source: the OMol25 dataset; level of theory: ωB97M-V/def2-TZVPD.

## Properties
HOMO-LUMO gap in eV: 9.18
E_HOMO in eV: -12.33

```
! RIJCOSX wB97M-V def2-TZVPD def2/J DEFGRID3
* xyz 1 1
Pt 0.06 0.09 -0.10
C -2.01 -2.19 -2.00
C -0.98 -1.09 -2.06
C -1.39 0.26 -2.11
C -2.84 0.62 -2.27
C -0.41 1.28 -1.98
C -0.83 2.72 -1.91
C 0.99 0.95 -2.02
C 2.01 2.06 -2.10
C 1.39 -0.41 -2.11
C 2.85 -0.76 -2.16
C 0.41 -1.42 -2.10
C 0.83 -2.87 -2.20
H -2.27 -2.54 -3.00
H -2.92 -1.84 -1.52
H -1.64 -3.04 -1.44
H -3.33 0.81 -1.32
H -3.38 -0.17 -2.79
H -2.93 1.53 -2.87
H -0.87 3.16 -2.91
H -0.14 3.31 -1.31
H -1.82 2.82 -1.46
H 2.37 2.36 -1.12
H 1.59 2.94 -2.58
H 2.86 1.75 -2.69
H 3.19 -0.86 -3.20
H 3.05 -1.70 -1.65
H 3.46 0.00 -1.69
H 1.02 -3.30 -1.21
H 1.74 -2.97 -2.78
H 0.06 -3.46 -2.68
C -0.13 -1.10 1.71
C 0.22 0.89 1.52
O 0.33 1.59 2.42
H -0.24 -0.82 2.75
H 0.73 -1.77 1.65
H -1.05 -1.61 1.44
*
```


An isolated ion of composition C6H7O4 and charge -1. Source: the OMol25 dataset; level of theory: ωB97M-V/def2-TZVPD.

## Properties
Energy above the lowest of the compared OMol25 structures with the same formula, charge and spin in eV: 0.000
HOMO-LUMO gap in eV: 7.40
E_HOMO in eV: -3.66
SMILES string: O=C(CO)C1=C([O-])OCC1

```
! RIJCOSX wB97M-V def2-TZVPD def2/J DEFGRID3
* xyz -1 1
O 0.41 -2.52 0.40
C 0.51 -1.32 0.12
C 2.04 -0.80 -0.10
O 3.00 -1.89 -0.02
C -0.50 -0.30 0.07
C -1.88 -0.53 0.23
O -2.46 -1.63 0.28
O -2.62 0.67 0.14
C -1.75 1.69 -0.11
C -0.27 1.25 -0.02
H 2.12 -0.28 -1.03
H 2.30 0.05 0.62
H 2.36 -2.66 0.03
H -1.85 2.60 0.63
H -2.06 2.21 -1.02
H 0.39 1.80 0.68
H 0.26 1.66 -0.90
*
```


An isolated ion of composition C6H11N4O2S2 and charge +1. Source: the OMol25 dataset; level of theory: ωB97M-V/def2-TZVPD.

## Properties
Energy above the lowest of the compared OMol25 structures with the same formula, charge and spin in eV: 0.717
HOMO-LUMO gap in eV: 8.65
E_HOMO in eV: -12.36
SMILES string: NC(=[NH2+])N[C@]1(C(=O)O)N[C@H](C=S)CS1

```
! RIJCOSX wB97M-V def2-TZVPD def2/J DEFGRID3
* xyz 1 1
N -2.28 1.81 -1.42
C -1.74 0.84 -0.74
N -2.43 0.13 0.10
N -0.42 0.46 -1.08
C 0.25 -0.66 -0.53
C -0.03 -2.11 -1.07
O -1.06 -2.66 -0.76
O 0.87 -2.70 -1.80
N 0.14 -0.73 0.85
C 1.06 0.07 1.59
C 0.88 1.52 1.71
S -0.30 2.49 1.33
C 2.53 -0.18 0.92
S 2.12 -0.23 -0.90
H -1.82 2.31 -2.16
H -3.22 2.09 -1.35
H -3.38 0.50 0.56
H -1.94 -0.65 0.64
H -0.09 0.71 -2.04
H 1.63 -2.05 -2.10
H 0.08 -1.78 1.12
H 1.05 -0.25 2.61
H 1.87 1.85 2.05
H 3.32 0.48 1.21
H 2.91 -1.25 1.27
*
```


A 2-piece molecular cluster, C14H23F6NO6PS overall. Source: the OMol25 dataset; level of theory: ωB97M-V/def2-TZVPD.

## Properties
Energy above the lowest of the compared OMol25 structures with the same formula, charge and spin in eV: 0.000
HOMO-LUMO gap in eV: 10.58
E_HOMO in eV: -13.20

```
! RIJCOSX wB97M-V def2-TZVPD def2/J DEFGRID3
* xyz 1 1
C -2.58 3.71 1.77
C -1.06 3.79 1.68
O -0.37 2.59 2.06
C -0.71 1.42 1.38
C -0.51 1.47 -0.15
C -0.96 0.09 -0.69
S -0.97 -0.02 -2.47
O -1.07 -1.40 -2.84
O 0.07 0.83 -2.98
C -2.62 0.73 -2.85
F -3.52 0.03 -2.14
F -2.64 2.00 -2.41
C -2.98 0.67 -4.38
F -1.91 0.33 -5.09
F -3.39 1.87 -4.78
F -3.94 -0.21 -4.59
C -0.05 -0.99 -0.12
N -0.25 -0.99 1.38
P 0.59 -2.44 2.15
C 0.00 -2.29 3.87
C -0.49 -3.81 1.61
C 0.22 0.33 1.93
H -2.99 4.64 1.37
H -3.01 2.90 1.17
H -2.92 3.62 2.80
H -0.69 4.54 2.39
H -0.74 4.11 0.68
H -1.76 1.11 1.57
H -1.03 2.29 -0.63
H 0.57 1.56 -0.35
H -1.99 -0.09 -0.35
H 1.00 -0.73 -0.28
H -0.22 -1.99 -0.53
H -1.26 -1.04 1.54
H -1.05 -2.60 3.97
H 0.10 -1.28 4.25
H 0.63 -2.95 4.47
H 0.00 -4.72 1.98
H -0.56 -3.87 0.52
H -1.49 -3.74 2.04
H 1.23 0.49 1.54
H 0.27 0.31 3.01
C 5.43 -0.94 -1.69
C 4.05 -1.36 -2.13
O 3.35 -1.45 -0.89
C 3.98 -0.64 0.01
O 3.52 -0.34 1.06
O 5.15 -0.22 -0.47
F 4.03 -2.56 -2.74
H 6.05 -1.81 -1.47
H 5.94 -0.29 -2.40
H 3.53 -0.63 -2.77
*
```


One molecule with the formula C12H15N. Source: the OMol25 dataset; level of theory: ωB97M-V/def2-TZVPD.

## Properties
Energy above the lowest of the compared OMol25 structures with the same formula, charge and spin in eV: 2.894
HOMO-LUMO gap in eV: 10.06
E_HOMO in eV: -9.25
SMILES string: C[C@@]12CCC[C@]1(C)c1cnccc12

```
! RIJCOSX wB97M-V def2-TZVPD def2/J DEFGRID3
* xyz 0 1
C -1.93 0.86 1.02
C -0.69 0.15 0.78
C -0.20 -0.89 1.73
C 0.81 -1.89 1.02
C 0.14 -2.00 -0.38
C -0.51 -0.60 -0.63
C -1.56 -0.64 -1.72
C 0.52 0.54 -0.95
C 1.42 0.96 -1.84
N 2.19 2.00 -1.62
C 2.26 2.42 -0.32
C 1.41 1.96 0.71
C 0.44 1.05 0.34
H -2.65 0.23 1.50
H -2.37 1.50 0.20
H -1.93 1.62 1.78
H -1.11 -1.51 2.00
H 0.17 -0.50 2.64
H 1.84 -1.47 0.80
H 0.83 -2.77 1.58
H 0.80 -2.17 -1.23
H -0.59 -2.76 -0.40
H -2.30 -1.37 -1.39
H -0.91 -0.94 -2.64
H -2.05 0.34 -1.73
H 1.27 0.56 -2.84
H 2.97 3.13 -0.10
H 1.71 2.16 1.67
*
```


C6H7NO as an isolated structure. Source: the OMol25 dataset; level of theory: ωB97M-V/def2-TZVPD.

## Properties
Energy above the lowest of the compared OMol25 structures with the same formula, charge and spin in eV: 4.787
HOMO-LUMO gap in eV: 8.59
E_HOMO in eV: -9.40

```
! RIJCOSX wB97M-V def2-TZVPD def2/J DEFGRID3
* xyz 0 1
C -2.32 -0.03 0.62
C -1.67 -0.35 -0.69
C -0.32 -0.47 -0.23
C 1.80 -1.01 0.38
C 2.02 0.34 -0.13
C 0.62 0.82 -0.21
H -2.46 -1.12 1.19
H -1.65 0.81 1.31
H -3.56 0.62 0.46
H -1.68 0.70 -1.25
H -2.16 -1.33 -0.99
H 2.70 -1.45 0.75
H 2.96 1.03 0.04
N 0.45 -1.49 -0.08
O 0.23 1.93 0.08
*
```


An isolated ion of composition C3H9N5 and charge +2. Source: the OMol25 dataset; level of theory: ωB97M-V/def2-TZVPD.

## Properties
Energy above the lowest of the compared OMol25 structures with the same formula, charge and spin in eV: 0.128
HOMO-LUMO gap in eV: 11.13
E_HOMO in eV: -19.69
SMILES string: C=NC(=[NH2+])[NH+]=C(N)N

```
! RIJCOSX wB97M-V def2-TZVPD def2/J DEFGRID3
* xyz 2 1
C -2.09 -1.49 -0.69
N -1.41 -0.65 0.01
C -0.98 0.60 0.04
N -1.75 1.58 0.32
N 0.40 0.97 -0.15
C 1.36 0.03 -0.05
N 2.58 0.26 -0.65
N 1.19 -1.08 0.68
H -2.35 -1.23 -1.66
H -2.22 -2.47 -0.32
H -2.83 1.73 0.36
H -1.31 2.46 0.69
H 0.58 1.98 -0.52
H 3.30 -0.43 -0.48
H 2.75 1.19 -0.78
H 1.91 -1.72 0.66
H 0.31 -1.49 0.92
*
```


One molecule with the formula C22H27NO6. Source: the OMol25 dataset; level of theory: ωB97M-V/def2-TZVPD.

## Properties
Energy above the lowest of the compared OMol25 structures with the same formula, charge and spin in eV: 0.340
HOMO-LUMO gap in eV: 8.59
E_HOMO in eV: -8.59
SMILES string: CCCc1cc(=O)oc2cc(OCC(=O)NC[C@H]3CC[C@@H](C(=O)O)CC3)ccc12

```
! RIJCOSX wB97M-V def2-TZVPD def2/J DEFGRID3
* xyz 0 1
C 0.71 -0.10 4.89
C 1.23 -1.22 4.01
C 2.62 -0.90 3.42
C 2.52 -0.01 2.22
C 2.71 1.33 2.33
C 2.59 2.23 1.20
O 2.74 3.43 1.24
O 2.28 1.66 -0.01
C 2.08 0.34 -0.15
C 1.79 -0.11 -1.44
C 1.57 -1.46 -1.65
O 1.30 -2.02 -2.86
C 1.38 -1.21 -4.01
C 0.19 -0.24 -4.18
O 0.29 0.78 -4.82
N -0.94 -0.68 -3.59
C -2.18 0.06 -3.64
C -2.62 0.59 -2.27
C -2.93 -0.53 -1.28
C -3.47 0.04 0.02
C -2.51 1.06 0.64
C -1.28 0.40 1.21
O -0.95 -0.76 1.10
O -0.55 1.27 1.91
C -2.11 2.14 -0.37
C -1.58 1.52 -1.66
C 1.62 -2.36 -0.57
C 1.91 -1.91 0.69
C 2.17 -0.55 0.93
H -0.30 -0.31 5.22
H 0.71 0.86 4.37
H 1.33 0.01 5.78
H 1.31 -2.13 4.61
H 0.53 -1.42 3.20
H 3.22 -0.41 4.19
H 3.13 -1.82 3.14
H 2.99 1.79 3.26
H 1.75 0.62 -2.22
H 2.31 -0.64 -4.05
H 1.36 -1.90 -4.86
H -0.91 -1.54 -3.07
H -2.01 0.89 -4.33
H -2.96 -0.59 -4.05
H -3.54 1.17 -2.44
H -3.67 -1.22 -1.71
H -2.02 -1.10 -1.06
H -3.65 -0.77 0.73
H -4.43 0.54 -0.17
H -3.00 1.55 1.49
H 0.24 0.85 2.29
H -1.37 2.80 0.07
H -3.00 2.74 -0.60
H -0.67 0.95 -1.44
H -1.31 2.31 -2.36
H 1.42 -3.40 -0.77
H 1.94 -2.62 1.50
*
```


What is the formula in the seventh record? C6H11N4O2S2


Please write out number 10 again, unchanged.
C6H7NO as an isolated structure. Source: the OMol25 dataset; level of theory: ωB97M-V/def2-TZVPD.

## Properties
Energy above the lowest of the compared OMol25 structures with the same formula, charge and spin in eV: 4.787
HOMO-LUMO gap in eV: 8.59
E_HOMO in eV: -9.40

```
! RIJCOSX wB97M-V def2-TZVPD def2/J DEFGRID3
* xyz 0 1
C -2.32 -0.03 0.62
C -1.67 -0.35 -0.69
C -0.32 -0.47 -0.23
C 1.80 -1.01 0.38
C 2.02 0.34 -0.13
C 0.62 0.82 -0.21
H -2.46 -1.12 1.19
H -1.65 0.81 1.31
H -3.56 0.62 0.46
H -1.68 0.70 -1.25
H -2.16 -1.33 -0.99
H 2.70 -1.45 0.75
H 2.96 1.03 0.04
N 0.45 -1.49 -0.08
O 0.23 1.93 0.08
*
```